A structure of composition C36H32F11N6O5Ru in a non-equilibrium geometry. Source: OMol25; level of theory: ωB97M-V with the def2-TZVPD basis set.

The energy above the lowest of the compared OMol25 structures with the same formula, charge and spin comes out at 42.4 kcal per mole. The orbital gap (alpha / beta) is 3.978 / 3.945 eV. The charge is +1. The calculation puts the total energy at -89491.8973 eV. Its lowest unoccupied orbital energy (alpha / beta) is -3.8 / -3.8 eV.

Each line ends with the Mulliken charge.
Positions of all 91 atoms, in Å:
Ru (-1.0748, 1.7484, 0.9339)  1.402
F (-0.3160, 1.5534, 5.6159)  -0.377
F (-3.0921, 3.3573, 0.9083)  -0.148
F (-2.2066, 2.5957, 7.1776)  -0.315
F (0.0463, 6.3087, 2.9527)  -0.355
F (-4.7378, 3.0265, 6.2620)  -0.318
F (-1.8708, 8.0612, 3.3080)  -0.308
F (-5.0161, 5.2101, 1.2464)  -0.326
F (-3.4753, 1.1736, 2.0818)  -0.352
F (-4.4380, 7.5999, 2.4902)  -0.330
F (-5.3654, 2.3408, 3.6832)  -0.359
F (1.3212, -4.2288, 1.1124)  -0.348
O (-1.9752, 1.8763, -3.6410)  -0.614
O (-1.3766, -0.1530, -0.0904)  -1.166
O (-1.9225, 4.4239, -1.5075)  -0.505
O (-3.7368, 3.1709, -1.6934)  -0.317
O (-1.6749, 2.1846, -1.4436)  -0.235
N (-0.5357, 3.7565, 1.5802)  0.686
N (0.2804, -1.5620, -3.5992)  0.407
N (-1.0053, 0.7931, 2.8522)  -0.198
N (4.6747, -6.2860, -2.0423)  -0.108
N (2.5838, -5.1264, -1.3478)  0.270
N (1.2944, 1.6284, 1.4420)  1.597
C (0.2728, 0.2266, 3.1829)  -1.136
C (0.0304, -1.7199, -1.1920)  0.423
C (-3.8162, 2.4827, 5.4631)  0.702
C (3.2321, -5.6734, -0.1682)  -0.715
C (-3.1697, 1.5556, 3.3499)  0.073
C (-2.4638, 3.3719, -1.5689)  0.585
C (1.6898, -4.0346, -1.2304)  -1.340
C (-1.5602, 1.4539, -2.5940)  -0.040
C (-0.7642, -0.5096, -1.1448)  1.536
C (-2.7748, 4.5528, 1.4770)  -0.336
C (-4.1335, 2.1278, 4.1499)  -0.007
C (-1.4189, 4.7318, 1.8437)  -0.435
C (0.2887, -2.4605, -0.0275)  -0.787
C (2.2485, -6.1806, -2.2873)  -0.644
C (-3.4858, 6.6895, 2.2831)  0.636
C (-0.4086, -0.4020, -3.5715)  -0.378
C (-4.3411, 1.8946, -1.4676)  -0.577
C (0.5699, -2.2061, -4.8472)  -0.311
C (0.5759, -2.2078, -2.4035)  -0.169
C (-1.5586, 1.6958, 5.1047)  0.538
C (-2.1744, 6.9186, 2.6904)  0.136
C (0.8721, -1.4264, -6.0894)  -1.018
C (1.9567, 0.6856, 0.5587)  -1.444
C (-0.8756, 0.1710, -2.4207)  -0.256
C (4.3337, -6.6447, -0.6437)  -0.739
C (1.3896, 1.2255, 2.8455)  -0.822
C (-2.5237, 2.2541, 5.9264)  0.111
C (1.9640, -2.2002, -5.4152)  -0.441
C (0.8612, 4.0341, 1.8476)  -1.068
C (-1.8287, 1.3247, 3.7620)  0.401
C (3.5602, -6.6292, -2.9644)  -0.766
C (-1.1745, 5.9826, 2.4776)  0.705
C (1.0941, -3.5808, -0.0583)  0.314
C (-3.7778, 5.4796, 1.6573)  -0.043
C (1.3932, -3.3244, -2.4066)  -0.535
C (1.7663, 2.9869, 1.2009)  -1.536
H (5.2189, -6.5598, -0.0137)  0.372
H (-0.0121, -3.1152, -4.9770)  0.484
H (4.7701, -5.2621, -2.0564)  0.386
H (2.3351, -3.1029, -5.8800)  0.308
H (1.7376, 0.9460, -0.4779)  0.244
H (5.5508, -6.7181, -2.3484)  0.335
H (3.7221, -6.1102, -3.9102)  0.430
H (0.3897, -0.6827, 2.5819)  0.007
H (3.5573, -7.7024, -3.1544)  0.370
H (-4.4264, 1.3459, -2.4090)  0.308
H (1.5469, -5.8094, -3.0323)  0.495
H (0.9250, -0.3497, -6.0521)  0.317
H (1.5848, -0.3187, 0.7470)  0.210
H (-3.7784, 1.3064, -0.7332)  0.134
H (2.3707, 0.7882, 3.0667)  0.386
H (1.7688, 3.1455, 0.1180)  0.460
H (2.7922, 3.1151, 1.5792)  0.267
H (2.5430, -6.2096, 0.4984)  0.450
H (1.1468, 5.0088, 1.4348)  0.646
H (1.7731, -7.0320, -1.7797)  0.319
H (3.6713, -4.8460, 0.3952)  0.495
H (0.3372, -0.0665, 4.2340)  0.569
H (0.4695, -1.8038, -7.0178)  0.274
H (2.7140, -1.6354, -4.8815)  0.231
H (-0.5976, 0.0878, -4.5147)  0.695
H (1.8394, -3.6473, -3.3321)  0.917
H (-5.3331, 2.1097, -1.0750)  0.329
H (1.0352, 4.0696, 2.9324)  0.559
H (-0.1799, -2.1603, 0.8950)  0.649
H (3.0463, 0.6960, 0.7040)  0.371
H (1.2469, 2.0999, 3.4815)  0.329
H (4.0016, -7.6838, -0.6239)  0.355

Force components x, y, z for each atom (eV/Å):
2.135 0.893 2.251
0.071 0.040 0.006
-0.363 -0.011 -0.104
0.007 -0.009 -0.031
0.033 0.039 0.048
-0.042 0.033 0.013
-0.018 0.022 -0.002
-0.113 -0.014 -0.017
-0.368 -0.018 0.323
-0.131 0.131 0.015
0.001 -0.042 0.000
-0.086 0.066 -0.373
0.180 -0.268 0.165
1.580 -1.088 -1.560
-0.126 -0.354 -0.200
-0.487 -0.066 -0.180
0.023 -0.323 -0.119
-0.036 -1.573 -0.710
-0.204 0.743 0.060
0.220 0.260 -1.979
0.462 0.171 -0.138
-0.205 0.101 0.171
-1.330 -0.226 -0.786
0.080 0.446 -0.055
0.567 -1.154 0.092
0.352 -0.208 -0.251
0.008 0.075 0.326
0.533 -0.040 0.183
0.759 1.013 -0.024
-0.109 0.481 -1.032
-0.444 0.882 -0.037
-1.690 0.920 1.070
0.483 0.296 0.328
0.238 0.095 0.251
-0.667 0.589 0.237
0.053 -0.047 -0.473
-0.014 -0.147 -0.137
0.410 -0.353 -0.107
0.086 -0.255 0.450
-0.128 -0.413 0.213
0.098 -0.385 -0.538
-0.366 0.338 0.320
-0.325 -0.077 -0.620
-0.365 -0.258 -0.249
0.021 0.016 0.014
0.167 -0.047 -0.009
0.348 -0.213 0.410
-0.186 -0.124 0.756
-0.355 -0.471 0.502
-0.438 0.011 -0.215
0.034 -0.034 0.045
0.028 -0.261 0.088
-0.930 0.531 1.054
-0.742 -0.110 -0.426
-0.420 -0.288 -0.158
-0.152 0.299 0.595
0.374 0.179 0.268
0.233 -0.582 0.672
-0.216 0.609 0.054
0.000 -0.016 -0.149
0.057 0.076 -0.016
0.134 -0.201 -0.132
-0.064 -0.043 -0.047
0.038 0.014 -0.022
-0.113 0.140 0.068
0.114 0.009 0.122
0.191 -0.081 -0.002
0.181 0.044 0.090
0.055 0.137 0.053
0.090 -0.122 0.032
0.027 0.080 0.120
0.041 -0.032 0.052
-0.160 0.170 -0.118
0.161 0.102 -0.083
0.013 -0.039 0.066
-0.009 -0.035 -0.088
0.156 0.045 -0.104
0.105 -0.149 0.109
0.005 0.094 -0.026
-0.040 -0.151 -0.011
0.068 -0.019 -0.136
-0.056 -0.055 0.046
-0.007 0.112 0.062
-0.039 -0.056 -0.077
0.069 -0.013 -0.069
0.105 -0.036 -0.037
0.227 0.081 -0.125
-0.017 0.126 0.224
0.028 -0.031 -0.002
0.057 -0.054 -0.097
0.053 0.086 -0.155